[1]
Here is the molecule C23H24N2O6S from OMol25. Energies are from ωB97M-V with the def2-TZVPD basis set.

XYZ file:
```
56
Properties=species:S:1:pos:R:3:nbo_charge:R:1
O 3.6445 2.9947 -0.6507 -0.568
C 3.2561 2.1584 0.1189 0.787
O 4.0274 1.5761 1.0568 -0.521
C 5.4335 1.6067 0.8570 -0.087
C 5.7991 0.6487 -0.3018 -0.257
N 4.8229 -0.4140 -0.3831 -0.480
C 3.8745 -0.4711 -1.4019 0.690
O 3.8981 0.2051 -2.3980 -0.551
C 2.8910 -1.4895 -0.9730 -0.151
C 1.7409 -1.9404 -1.5868 -0.160
C 0.9645 -2.8728 -0.9048 -0.193
C 1.3408 -3.3344 0.3470 -0.184
C 2.5088 -2.8892 0.9601 -0.196
C 3.2756 -1.9613 0.2859 -0.066
C 4.5231 -1.2645 0.6796 0.679
O 5.1787 -1.3635 1.6841 -0.556
C 1.9016 1.5402 0.1091 -0.173
C 1.4668 0.7377 1.1621 -0.118
C 0.3049 0.0026 1.0249 -0.217
C -0.4020 0.0602 -0.1618 -0.313
S -1.8447 -0.9980 -0.3592 2.342
O -1.7788 -2.0105 0.6538 -0.944
O -1.9164 -1.4057 -1.7310 -0.944
N -3.1608 -0.0450 -0.0388 -0.682
C -3.5836 0.8602 -1.0815 -0.233
C -5.0660 0.6986 -1.4523 -0.400
C -5.9602 0.2724 -0.2877 -0.401
C -5.7167 1.0435 1.0118 -0.407
C -4.6598 0.3735 1.8880 -0.396
C -3.2443 0.4485 1.3156 -0.226
C 0.0006 0.8796 -1.2001 -0.209
C 1.1547 1.6299 -1.0631 -0.149
H 5.7733 2.6216 0.6336 0.209
H 5.8547 1.2547 1.7991 0.214
H 6.7959 0.2347 -0.1385 0.224
H 5.7616 1.1715 -1.2611 0.249
H 1.4510 -1.5745 -2.5589 0.237
H 0.0473 -3.2243 -1.3496 0.240
H 0.7078 -4.0442 0.8562 0.227
H 2.8077 -3.2478 1.9329 0.232
H 2.0521 0.6775 2.0661 0.234
H -0.0393 -0.6581 1.8044 0.245
H -2.9798 0.6412 -1.9626 0.233
H -3.3797 1.8929 -0.7685 0.184
H -5.1558 -0.0529 -2.2373 0.213
H -5.4151 1.6503 -1.8584 0.203
H -5.8049 -0.7897 -0.0952 0.206
H -6.9981 0.4026 -0.6018 0.212
H -6.6477 1.0802 1.5817 0.215
H -5.4271 2.0725 0.7917 0.194
H -4.9266 -0.6758 2.0207 0.206
H -4.6444 0.8457 2.8728 0.211
H -2.5867 -0.1800 1.9177 0.229
H -2.8777 1.4859 1.3607 0.180
H -0.5639 0.8885 -2.1185 0.238
H 1.5209 2.2505 -1.8665 0.249
```

**F_max**: 0.0225 hartree/bohr
**Electronic energy**: -1850.0472 a.u.
**SMILES**: O=C(OCCN1C(=O)c2ccccc2C1=O)c1ccc(S(=O)(=O)N2CCCCCC2)cc1
**LUMO energy**: -0.36 eV
**HOMO energy**: -9.606 eV
**Multiplicity**: 1

---

[2]
Here is the molecule C23H24N4O5 from OMol25. Energies are from ωB97M-V with the def2-TZVPD basis set.

XYZ file:
```
56
Properties=species:S:1:pos:R:3:nbo_charge:R:1
O 3.2768 2.1259 1.1418 -0.611
C 3.1149 1.1507 0.4397 0.696
C 2.9235 1.3036 -1.0703 -0.313
N 1.6147 0.8670 -1.5132 -0.483
C 1.3774 0.5117 -2.8581 0.794
O 2.2190 0.4774 -3.7154 -0.609
N 0.0681 0.2064 -2.9406 -0.622
C -0.6458 0.3563 -1.6878 0.000
C -1.2273 -0.9735 -1.1918 -0.398
C -2.6301 -1.2040 -1.7327 -0.392
C -3.5473 -0.1169 -1.1879 -0.427
C -3.0272 1.2480 -1.5344 -0.025
C -3.9056 2.3223 -1.6272 -0.196
C -3.4600 3.5876 -1.9558 -0.198
C -2.1148 3.7980 -2.2102 -0.214
C -1.2306 2.7412 -2.1203 -0.204
C -1.6740 1.4678 -1.7759 0.033
C 0.4879 0.7904 -0.7541 0.723
O 0.4068 0.9855 0.4326 -0.600
N 3.1662 -0.1105 0.9253 -0.446
C 3.0480 -1.3284 0.1460 -0.210
C 2.4966 -2.4528 1.0309 -0.242
N 1.4290 -1.9432 1.8612 -0.423
C 0.1801 -2.4333 1.6970 0.644
O -0.0694 -3.3251 0.9032 -0.616
C -0.8994 -1.8399 2.5361 0.165
C -1.4383 -0.5817 2.5882 -0.298
C -2.5640 -0.6736 3.4395 -0.311
C -2.6277 -1.9743 3.8358 0.098
O -1.6357 -2.6863 3.2869 -0.376
C 1.7972 -0.8735 2.7729 -0.222
C 3.1564 -0.3014 2.3595 -0.237
H 3.0481 2.3683 -1.2978 0.238
H 3.6724 0.7366 -1.6313 0.245
H -0.3784 -0.0352 -3.8080 0.424
H -0.5589 -1.7877 -1.4775 0.232
H -1.2696 -0.9438 -0.1018 0.229
H -2.9804 -2.1873 -1.4184 0.227
H -2.6257 -1.1753 -2.8248 0.191
H -4.5597 -0.2328 -1.5797 0.218
H -3.6030 -0.2096 -0.0984 0.222
H -4.9563 2.1538 -1.4392 0.210
H -4.1594 4.4075 -2.0199 0.215
H -1.7557 4.7807 -2.4749 0.217
H -0.1810 2.9043 -2.3209 0.208
H 4.0305 -1.6201 -0.2491 0.198
H 2.3698 -1.1807 -0.6947 0.205
H 2.0798 -3.2506 0.4129 0.263
H 3.2826 -2.8759 1.6639 0.195
H -1.0893 0.2927 2.0762 0.259
H -3.2274 0.1207 3.7132 0.230
H -3.3029 -2.4944 4.4860 0.205
H 1.0564 -0.0765 2.7118 0.233
H 1.8402 -1.2465 3.8035 0.199
H 3.9793 -0.9607 2.6491 0.192
H 3.3045 0.6754 2.8218 0.265
```

**F_max**: 0.0193 hartree/bohr
**Electronic energy**: -1486.1599 a.u.
**SMILES**: O=C(CN1C(=O)N[C@@]2(CCCc3ccccc32)C1=O)N1CCN(C(=O)c2ccco2)CC1
**LUMO energy**: 0.67 eV
**HOMO energy**: -8.858 eV
**Multiplicity**: 1

---

[3]
Here is the molecule C23H24N4O6S2 from OMol25. Energies are from ωB97M-V with the def2-TZVPD basis set.

XYZ file:
```
59
Properties=species:S:1:pos:R:3:nbo_charge:R:1
C 7.5877 2.5668 -0.5088 -0.254
H 8.1592 3.4924 -0.4691 0.205
O 6.3976 2.8248 0.1992 -0.485
C 5.4752 1.8387 0.3092 0.311
C 4.3196 2.1600 1.0289 -0.242
C 3.3154 1.2353 1.1919 -0.179
C 3.4424 -0.0387 0.6409 0.079
C 4.5962 -0.3723 -0.0518 -0.137
C 5.6045 0.5599 -0.2245 -0.318
H 6.4892 0.2710 -0.7686 0.224
H 4.7356 -1.3686 -0.4409 0.198
N 2.3965 -0.9583 0.8240 -0.168
C 1.8889 -1.8628 -0.0736 0.314
C 0.8430 -2.4930 0.5669 -0.146
C 0.7796 -1.8845 1.8335 0.126
N 1.7123 -0.9682 1.9765 -0.245
C -0.3274 -2.3215 2.7065 -0.615
H -0.8309 -1.5025 3.2136 0.258
H -0.0255 -3.0798 3.4281 0.237
S -1.5393 -3.1234 1.5193 1.267
O -2.2857 -2.0201 0.9134 -0.995
C -0.1816 -3.5173 0.2882 -0.604
H -0.6174 -3.4595 -0.7066 0.257
H 0.1643 -4.5310 0.4930 0.234
N 2.3004 -1.9522 -1.3993 -0.637
C 1.4645 -1.7663 -2.4698 0.681
O 1.8090 -2.0660 -3.5892 -0.574
C 0.1396 -1.1616 -2.1354 -0.150
C 0.0542 0.0159 -1.3962 -0.138
C -1.1836 0.5692 -1.1201 -0.190
C -2.3258 -0.0652 -1.5668 -0.288
C -2.2572 -1.2264 -2.3104 -0.178
C -1.0194 -1.7715 -2.6060 -0.184
H -0.9383 -2.6682 -3.2032 0.231
H -3.1744 -1.6855 -2.6428 0.246
S -3.9242 0.7173 -1.3482 2.310
O -4.9441 -0.2943 -1.3577 -0.942
O -4.0166 1.7543 -2.3380 -0.943
N -3.7511 1.4754 0.1384 -0.675
C -4.4711 2.7285 0.2770 -0.260
H -4.3824 3.2602 -0.6696 0.243
C -5.9403 2.4708 0.6188 -0.089
H -6.4638 3.4049 0.8306 0.196
O -6.0562 1.6811 1.7819 -0.528
C -5.4229 0.4279 1.6081 -0.094
H -5.5525 -0.1097 2.5487 0.193
C -3.9380 0.6006 1.2814 -0.284
H -3.4832 -0.3616 1.0494 0.266
H -3.4187 1.0568 2.1313 0.198
H -5.9039 -0.1279 0.7928 0.193
H -6.4174 1.9624 -0.2326 0.174
H -3.9926 3.3026 1.0772 0.202
H -1.2764 1.4845 -0.5585 0.240
H 0.9534 0.5133 -1.0625 0.216
H 3.2178 -2.3159 -1.6222 0.416
H 2.4250 1.4735 1.7512 0.239
H 4.2374 3.1499 1.4473 0.231
H 7.3861 2.3113 -1.5537 0.179
H 8.1670 1.7646 -0.0410 0.177
```

**F_max**: 0.0261 hartree/bohr
**Electronic energy**: -2357.6352 a.u.
**LUMO energy**: 0.24 eV
**HOMO energy**: -8.638 eV
**Multiplicity**: 1

---

[4]
Here is a cluster of 4 separate species, C23H24NO9 in total from OMol25. Energies are from ωB97M-V with the def2-TZVPD basis set.

XYZ file:
```
57
Properties=species:S:1:pos:R:3:nbo_charge:R:1
N -1.8449 1.7674 -4.5457 -0.885
C -1.6930 0.3968 -4.0378 -0.346
C -0.3481 0.2068 -3.4178 -0.112
O 0.6743 1.0522 -3.9606 -0.540
C 0.8756 0.9050 -5.3077 0.238
O 2.1814 0.3353 -5.4929 -0.552
C 2.5876 0.3610 -6.8342 -0.083
C 3.3961 1.6115 -7.1269 -0.085
O 3.6002 1.7325 -8.5410 -0.738
H -1.7840 2.4745 -3.8028 0.313
H -2.7688 1.8516 -4.9486 0.345
H -2.4493 0.1544 -3.2829 0.135
H -0.3415 0.4402 -2.3327 0.153
H -0.0413 -0.8483 -3.4809 0.181
H 0.8306 1.8813 -5.8021 0.131
H 0.1297 0.2418 -5.7541 0.163
H 3.1978 -0.5231 -7.0305 0.176
H 1.7393 0.3193 -7.5279 0.165
H 4.3677 1.5466 -6.6345 0.161
H 2.8791 2.4818 -6.7206 0.167
H 3.3108 2.5998 -8.8184 0.468
C 0.5053 -1.7868 0.5920 -0.244
C 0.9261 -1.1434 1.6860 -0.236
C 0.3984 0.1828 2.0514 0.462
O 0.7890 0.7632 3.0650 -0.620
C -0.5956 0.7719 1.1545 -0.284
C -1.0227 0.1265 0.0560 -0.243
C -0.5170 -1.2087 -0.2948 0.428
O -0.9328 -1.8110 -1.2805 -0.567
H 0.8844 -2.7627 0.3114 0.214
H 1.6685 -1.5621 2.3548 0.212
H -0.9658 1.7512 1.4310 0.212
H -1.7629 0.5429 -0.6165 0.227
C 1.1063 2.7105 6.1201 -0.244
C 2.2260 2.3387 5.5050 -0.222
C 3.5348 2.3822 6.2051 0.477
O 4.5644 2.0479 5.6595 -0.492
C 3.5459 2.8566 7.6160 -0.230
C 2.4257 3.2286 8.2263 -0.240
C 1.1151 3.1837 7.5247 0.491
O 0.0977 3.5242 8.0923 -0.508
H 0.1434 2.6800 5.6264 0.243
H 2.2244 1.9803 4.4822 0.273
H 4.5122 2.8789 8.1044 0.224
H 2.4067 3.5779 9.2511 0.224
C -2.8139 -3.6913 0.8958 -0.211
C -3.6131 -4.7254 0.6433 -0.249
C -4.6688 -5.1390 1.5980 0.482
O -5.3955 -6.0855 1.3744 -0.509
C -4.8109 -4.3493 2.8485 -0.245
C -4.0172 -3.3142 3.1047 -0.214
C -2.9523 -2.9060 2.1508 0.469
O -2.2291 -1.9649 2.3907 -0.475
H -2.0474 -3.3663 0.2015 0.259
H -3.5365 -5.3076 -0.2660 0.233
H -5.5921 -4.6682 3.5272 0.225
H -4.0999 -2.7237 4.0085 0.227
```

**F_max**: 0.0199 hartree/bohr
**Electronic energy**: -1622.5448 a.u.
**LUMO energy**: 0.37 eV
**HOMO energy**: -1.992 eV
**Multiplicity**: 1
**Net charge**: -1

---

[5]
Here is a structure of composition C23H24NPPtS3Sb from OMol25. Energies are from ωB97M-V with the def2-TZVPD basis set.

XYZ file:
```
54
Properties=species:S:1:pos:R:3:nbo_charge:R:1
Pt 0.5152 -0.0525 1.1268 0.672
S 2.1873 1.6860 3.9276 -0.282
Sb 3.5094 0.0648 2.7924 1.028
S 1.6960 -1.5687 2.4203 -0.284
S 2.5315 1.0823 0.7867 -0.283
C -2.7005 -3.9914 -1.3741 -0.150
C -1.6766 -3.9589 -2.3137 -0.183
C -0.6294 -3.0637 -2.1749 -0.194
C -0.6180 -2.2011 -1.0783 -0.367
C -1.6460 -2.2314 -0.1349 -0.213
C -2.6874 -3.1331 -0.2847 -0.180
P 0.7186 -1.0160 -0.9463 1.421
C 2.2601 -1.8379 -1.2513 -0.506
C 2.3770 -3.1795 -0.8674 -0.095
C 3.5783 -3.8407 -1.0502 -0.221
C 4.6662 -3.1660 -1.5914 -0.132
C 4.5602 -1.8259 -1.9478 -0.207
C 3.3675 -1.1512 -1.7614 -0.163
C 0.4053 0.3081 -2.1013 -0.376
C -0.5328 1.2772 -1.7232 -0.216
C -0.8650 2.2912 -2.6022 -0.180
C -0.2717 2.3313 -3.8583 -0.145
C 0.6494 1.3642 -4.2378 -0.184
C 0.9954 0.3452 -3.3642 -0.191
H -3.5166 -4.6909 -1.4963 0.246
H -1.6918 -4.6312 -3.1610 0.246
H 0.1672 -3.0330 -2.9084 0.233
H -1.6295 -1.5607 0.7185 0.197
H -3.4828 -3.1684 0.4470 0.241
H 1.5330 -3.6995 -0.4316 0.225
H 3.6633 -4.8823 -0.7717 0.244
H 5.6082 -3.6816 -1.7239 0.244
H 5.4115 -1.3076 -2.3676 0.243
H 3.2963 -0.1004 -2.0090 0.232
H -1.0122 1.2181 -0.7499 0.202
H -1.5895 3.0432 -2.3211 0.239
H -0.5425 3.1142 -4.5542 0.246
H 1.0967 1.4012 -5.2219 0.246
H 1.6976 -0.4176 -3.6704 0.236
C -3.5162 3.1807 3.1272 -0.587
C -2.0335 3.0271 3.5123 -0.188
C -1.2232 4.2610 3.0520 -0.585
C -1.8671 2.8018 5.0222 -0.589
C -1.4750 1.8935 2.7769 0.616
N -1.0320 1.0195 2.1731 -0.649
H -3.8788 4.1204 3.5415 0.245
H -4.1143 2.3685 3.5390 0.232
H -3.6511 3.2028 2.0458 0.223
H -1.6493 5.1430 3.5281 0.245
H -1.2816 4.3921 1.9714 0.221
H -0.1784 4.1783 3.3517 0.225
H -2.1861 3.7073 5.5365 0.245
H -0.8293 2.5968 5.2854 0.225
H -2.4829 1.9719 5.3678 0.232
```

**F_max**: 0.0225 hartree/bohr
**Electronic energy**: -2840.5159 a.u.
**<S²>**: 0.76
**LUMO energy (alpha / beta)**: -8.69 / -8.69 eV
**HOMO energy (alpha / beta)**: -14.907 / -14.764 eV
**Multiplicity**: 2
**Net charge**: +2

---

[6]
Here is a structure of composition C23H25BF6IrN5O8S4 from OMol25. Energies are from ωB97M-V with the def2-TZVPD basis set.

XYZ file:
```
73
Properties=species:S:1:pos:R:3:mulliken_spin:R:1
Ir 0.0847 -0.5145 0.0063 -0.001
F -0.3834 -4.9333 3.4910 0.000
C -0.3923 -3.6359 3.2523 0.000
F 0.7544 -3.0944 3.6341 0.000
F -1.3949 -3.0597 3.8988 0.000
S -0.6506 -3.3546 1.4460 0.000
O -0.7616 -1.8766 1.3868 -0.002
O -1.8081 -4.0789 1.0596 0.000
N 0.7122 -3.8434 0.8715 0.000
S 1.4420 -3.2818 -0.3803 0.000
O 1.6272 -1.7864 -0.2886 0.000
O 1.0345 -3.7842 -1.6413 0.000
C 3.1758 -3.8160 -0.0238 0.000
F 3.9462 -3.3722 -1.0031 0.000
F 3.5715 -3.3055 1.1310 0.000
F 3.2054 -5.1329 0.0235 0.000
B 0.8300 -0.7528 -3.2471 0.000
N 0.8462 0.6693 -2.5974 0.000
C 1.1645 1.8208 -3.1853 -0.001
C 1.3669 2.7968 -2.2159 0.001
C 1.1442 2.1456 -1.0169 -0.006
N 0.8291 0.8647 -1.2601 0.001
N -0.4985 -1.4244 -2.7821 0.000
C -1.3423 -2.1696 -3.4900 0.000
C -2.3956 -2.5678 -2.6776 0.000
C -2.1216 -2.0034 -1.4462 0.000
N -0.9690 -1.3157 -1.5245 -0.001
H 0.7898 -0.6052 -4.4350 0.000
H 1.7806 -1.3716 -2.8543 0.000
H 1.2543 1.8649 -4.2573 0.000
H 1.6450 3.8247 -2.3635 0.000
H 1.2098 2.5147 -0.0113 0.000
H -1.1460 -2.3587 -4.5317 0.000
H -3.2422 -3.1732 -2.9462 0.000
H -2.6777 -2.0407 -0.5261 0.000
C -7.7422 2.6639 -1.3672 0.000
C -6.3885 2.4081 -0.7734 -0.001
C -6.1808 1.3514 0.1119 0.003
C -4.9383 1.1282 0.6749 -0.001
C -3.8912 1.9772 0.3298 0.007
C -4.0585 3.0352 -0.5543 -0.001
C -5.3147 3.2398 -1.0928 -0.001
S -2.3543 1.6235 1.0523 0.005
O -1.6990 3.9849 1.3604 0.833
O -2.4215 1.4976 2.4617 0.002
O -1.7272 0.5490 0.2798 0.004
H -8.4449 1.8725 -1.1155 0.000
H -7.6800 2.7389 -2.4531 0.000
H -8.1459 3.6078 -0.9977 0.000
H -7.0049 0.6995 0.3706 0.000
H -4.7895 0.3171 1.3763 0.000
H -3.2392 3.6885 -0.8155 0.002
H -5.4652 4.0660 -1.7760 0.000
C 7.3483 0.4282 1.1534 0.000
C 5.8577 0.3722 1.3274 -0.001
C 5.2970 0.3258 2.6047 0.001
C 3.9289 0.2573 2.7812 -0.001
C 3.0884 0.2573 1.6702 0.001
C 3.6232 0.2987 0.3931 0.000
C 5.0016 0.3525 0.2336 0.001
S 1.3394 0.1155 2.0052 -0.001
C 0.9713 1.7423 2.7004 0.011
O -1.3903 2.8972 0.6309 0.150
H 7.8183 -0.4645 1.5684 0.000
H 7.7676 1.2892 1.6751 0.000
H 7.6232 0.4988 0.1028 0.000
H 5.9439 0.3278 3.4734 0.000
H 3.5175 0.1884 3.7812 0.000
H 2.9900 0.2798 -0.4796 0.000
H 5.4129 0.3809 -0.7679 0.000
H 0.8527 2.5101 1.9444 -0.003
H 1.8032 1.9972 3.3519 -0.001
H 0.0605 1.6480 3.2823 -0.001
```

**F_max**: 0.0217 hartree/bohr
**Electronic energy**: -4087.9418 a.u.
**<S²>**: 0.75
**LUMO energy (alpha / beta)**: -3.10 / -5.34 eV
**HOMO energy (alpha / beta)**: -11.691 / -11.691 eV
**Multiplicity**: 2
**Net charge**: +1